[1]
Formula: C31H49N7O3
Source: the Open Molecules 2025 dataset
Level of theory: wB97M-V/def2-TZVPD

Cartesian coordinates (Å):
C 3.695 -4.630 -1.882
O 2.342 -4.537 -1.701
C 1.798 -3.267 -1.934
C 0.305 -3.496 -2.074
N -0.361 -2.117 -2.463
H 0.105 -1.531 -1.840
H -0.135 -1.829 -3.359
C -1.889 -2.128 -2.454
C -2.531 -0.833 -2.305
O -3.997 -1.075 -2.137
C -4.674 0.058 -1.815
H 3.927 -5.109 -2.955
H 4.022 -5.326 -1.135
H 4.171 -3.721 -1.913
H 2.318 -2.892 -2.702
H 2.126 -2.613 -1.106
H 0.047 -3.796 -1.080
H 0.029 -4.286 -2.639
H -2.296 -2.857 -1.749
H -2.259 -2.414 -3.479
H -2.158 -0.208 -3.094
H -1.957 -0.280 -1.345
H -5.606 -0.371 -1.884
H -4.539 0.964 -2.232
H -4.611 0.496 -0.877
C 0.493 -0.050 0.131
O 0.442 0.114 -1.212
H 0.537 0.807 0.797
H 1.254 -0.643 0.629
H -0.249 -0.521 0.504
N 3.167 0.240 -1.929
C 3.561 0.749 -3.150
C 4.701 0.119 -3.533
C 5.042 -0.856 -2.416
C 4.069 -0.667 -1.452
H 2.195 0.324 -1.537
H 2.852 1.583 -3.390
H 5.248 0.272 -4.456
H 5.859 -1.442 -2.391
H 3.910 -1.218 -0.494
N 0.827 4.375 -0.781
C 1.014 5.781 -0.530
C 1.707 5.870 0.649
C 2.042 4.485 0.931
C 1.547 3.625 -0.057
H 0.170 4.096 -1.653
H 0.695 6.567 -1.129
H 2.169 6.634 0.802
H 2.565 4.114 1.823
H 1.540 2.602 -0.193
N -0.377 2.462 -2.587
C 0.175 3.187 -3.703
C -0.781 4.045 -4.041
C -2.144 3.740 -3.228
C -1.672 2.640 -2.386
H 0.072 1.652 -2.076
H 1.435 3.016 -3.748
H -0.494 4.823 -4.743
H -3.233 3.964 -3.379
H -2.014 2.075 -1.512
N -2.514 0.969 3.696
C -2.768 0.480 2.453
C -4.137 0.489 2.196
C -4.750 1.128 3.302
C -3.739 1.316 4.304
H -1.703 0.833 4.037
H -1.906 0.019 2.063
H -4.648 0.050 1.469
H -5.650 1.204 3.600
H -3.694 1.679 5.277
N -1.091 -3.762 3.348
C -0.619 -5.011 3.496
C 0.443 -5.131 2.690
C 0.519 -3.931 1.844
C -0.605 -3.150 2.202
H -1.725 -3.334 3.903
H -1.044 -5.658 4.475
H 1.078 -5.993 2.687
H 1.231 -3.668 0.995
H -0.878 -2.045 2.045
N -0.288 1.875 5.560
C 0.289 2.433 4.413
C 0.698 1.393 3.642
C 0.338 0.149 4.476
C -0.148 0.546 5.640
H -0.572 2.487 6.284
H 0.422 3.439 4.306
H 0.977 1.273 2.684
H 0.629 -0.917 4.103
H -0.339 0.071 6.408

The total charge is 0. For the HOMO energy, the calculation gives -7.29 eV. The value obtained for the orbital gap is 7.4 eV. The energy above the lowest of the compared OMol25 structures with the same formula, charge and spin comes out at 61.1 kcal/mol.



[2]
Formula: C31H50BrN4NiP3
Source: the Open Molecules 2025 dataset
Level of theory: wB97M-V/def2-TZVPD

Cartesian coordinates (Å):
C -4.721 3.719 -2.643
C -3.699 3.015 -3.307
C -2.973 3.685 -4.311
C -3.307 5.010 -4.619
N -4.315 5.647 -4.012
C -4.988 5.041 -3.031
C -3.464 1.635 -3.024
C -3.354 0.424 -2.819
C -2.744 -0.796 -2.497
C -1.337 -0.646 -2.350
C -0.667 -1.533 -1.504
C -1.510 -2.431 -0.881
C -2.768 -2.861 -1.251
C -3.417 -1.967 -2.121
Ni -1.167 -2.327 0.920
P 0.468 0.949 0.531
H -2.187 3.177 -4.861
H -5.309 3.245 -1.873
H -2.728 5.561 -5.357
H -5.752 5.611 -2.508
H -4.460 -2.098 -2.430
H -0.876 0.243 -2.762
H -3.163 -3.799 -0.865
H 0.409 -1.460 -1.353
C 1.827 1.491 1.675
C 2.565 2.799 1.391
H 2.548 0.656 1.638
H 1.423 1.505 2.697
H 3.379 2.923 2.119
H 3.031 2.815 0.398
H 1.916 3.678 1.499
C 1.150 1.586 -1.090
C 0.782 3.004 -1.520
H 0.794 0.869 -1.842
H 2.248 1.454 -1.071
H 1.324 3.242 -2.450
H -0.294 3.102 -1.730
H 1.084 3.759 -0.780
C -1.005 2.019 0.895
C -0.760 3.378 1.547
H -1.628 1.398 1.562
H -1.581 2.120 -0.039
H -1.730 3.863 1.731
H -0.255 3.282 2.520
H -0.193 4.065 0.905
Br 0.180 -4.104 0.575
P 3.215 -1.117 -1.174
C 4.587 0.045 -1.606
C 5.991 -0.492 -1.834
H 4.603 0.770 -0.777
H 4.238 0.612 -2.479
H 6.654 0.370 -1.987
H 6.358 -1.063 -0.976
H 6.044 -1.119 -2.730
C 3.987 -2.610 -0.437
C 4.169 -3.901 -1.244
H 3.339 -2.843 0.419
H 4.947 -2.282 -0.026
H 4.525 -4.694 -0.563
H 3.229 -4.251 -1.699
H 4.926 -3.794 -2.036
C 2.597 -1.733 -2.797
C 3.569 -1.923 -3.958
H 1.812 -1.026 -3.103
H 2.079 -2.678 -2.578
H 2.983 -2.249 -4.830
H 4.097 -0.998 -4.228
H 4.310 -2.709 -3.762
C -0.136 -0.740 5.804
N -1.555 -0.658 5.381
C -2.155 -2.022 5.481
N -1.408 -3.048 4.725
C 0.028 -3.061 5.132
N 0.654 -1.730 5.032
C 0.825 -1.326 3.638
P -0.838 -1.221 2.748
C -1.702 -0.108 4.021
C -1.590 -2.875 3.299
H -0.110 -1.020 6.868
H 0.326 0.247 5.680
H -3.168 -1.957 5.065
H -2.198 -2.318 6.547
H 0.592 -3.747 4.489
H 0.084 -3.397 6.176
H 1.336 -0.355 3.564
H 1.431 -2.052 3.085
H -2.770 -0.068 3.752
H -1.291 0.916 3.988
H -1.088 -3.686 2.746
H -2.667 -2.861 3.059

Its spin multiplicity is 3. As for the expectation value of S²: 2.105. The total charge is +2. For the HOMO energy (alpha / beta), the calculation gives -13.45 / -13.29 eV. The value obtained for the orbital gap (alpha / beta) is 6.0 / 4.2 eV.



[3]
Formula: C31H50BrN5NiP2
Source: the Open Molecules 2025 dataset
Level of theory: wB97M-V/def2-TZVPD

Cartesian coordinates (Å):
C 3.514 2.867 -6.068
C 2.551 3.127 -5.057
C 1.675 4.191 -5.251
C 1.816 5.013 -6.388
N 2.767 4.818 -7.301
C 3.572 3.773 -7.158
C 2.273 2.301 -3.910
C 1.899 2.370 -2.660
C 1.448 2.049 -1.349
C 0.517 0.993 -1.252
C 0.082 0.517 -0.009
C 0.690 0.927 1.225
C 1.599 2.008 1.113
C 1.947 2.571 -0.141
Ni 1.365 0.835 -3.479
P -1.663 -2.248 -0.255
H 0.932 4.408 -4.500
H 4.219 2.054 -5.972
H 1.148 5.841 -6.494
H 4.345 3.625 -7.913
H 2.720 3.346 -0.140
H 0.089 0.560 -2.161
H 1.969 2.463 2.038
H -0.760 -0.193 0.040
C -1.977 -2.807 1.471
C -3.428 -2.878 1.941
H -1.417 -2.096 2.099
H -1.485 -3.787 1.567
H -3.449 -3.331 2.942
H -3.880 -1.881 2.022
H -4.054 -3.503 1.293
C -3.140 -1.282 -0.751
C -3.169 -0.929 -2.240
H -3.125 -0.352 -0.154
H -4.044 -1.838 -0.450
H -3.870 -0.103 -2.405
H -2.181 -0.603 -2.588
H -3.492 -1.776 -2.854
C -1.866 -3.789 -1.233
C -3.228 -4.480 -1.173
H -1.069 -4.466 -0.882
H -1.620 -3.504 -2.270
H -3.258 -5.248 -1.955
H -3.389 -4.984 -0.213
H -4.063 -3.794 -1.359
Br 0.283 0.122 2.848
P -2.311 3.073 2.465
C -2.997 1.426 2.029
C -4.491 1.358 2.379
H -2.420 0.681 2.603
H -2.829 1.258 0.962
H -5.055 0.721 1.682
H -4.654 0.954 3.390
H -4.949 2.358 2.351
C -1.154 2.826 3.865
C -1.143 3.917 4.940
H -0.158 2.703 3.431
H -1.432 1.865 4.318
H -0.615 3.582 5.840
H -0.636 4.827 4.608
H -2.152 4.190 5.253
C -1.447 3.806 1.044
C -2.217 5.080 0.657
H -1.443 3.063 0.236
H -0.419 4.024 1.351
H -1.636 5.697 -0.030
H -3.162 4.826 0.166
H -2.449 5.691 1.540
C 3.003 -2.513 -0.571
N 2.067 -2.240 0.543
C 2.821 -1.612 1.646
N 3.917 -2.460 2.138
C 4.829 -2.721 0.999
N 4.138 -3.393 -0.135
C 3.572 -4.660 0.382
N 2.610 -4.445 1.498
C 1.537 -3.546 1.020
C 3.332 -3.745 2.598
H 3.422 -1.554 -0.928
H 2.451 -2.984 -1.389
H 2.134 -1.409 2.471
H 3.241 -0.664 1.274
H 5.644 -3.357 1.364
H 5.224 -1.756 0.648
H 3.047 -5.186 -0.426
H 4.395 -5.275 0.772
H 0.840 -3.358 1.853
H 1.001 -4.023 0.185
H 4.143 -4.383 2.964
H 2.609 -3.548 3.404

Its spin multiplicity is 3. As for the expectation value of S²: 2.008. The total charge is +2. For the HOMO energy (alpha / beta), the calculation gives -12.49 / -12.49 eV. The value obtained for the orbital gap (alpha / beta) is 5.7 / 3.8 eV. The energy above the lowest of the compared OMol25 structures with the same formula, charge and spin comes out at 75.5 kcal/mol.



[4]
Formula: C31H50NO5P
Source: the Open Molecules 2025 dataset
Level of theory: wB97M-V/def2-TZVPD

Cartesian coordinates (Å):
C -4.884 5.420 2.279
C -4.416 5.409 0.823
C -4.618 4.067 0.096
C -3.443 3.089 0.060
C -2.995 2.477 1.387
C -1.821 1.502 1.200
C -2.309 0.061 0.931
C -2.129 -0.897 2.117
C -0.670 -1.075 2.556
C 0.121 -1.955 1.586
C 1.552 -2.276 2.057
C 2.592 -2.142 0.947
C 3.153 -0.732 0.805
C 4.215 -0.544 -0.298
P 4.256 -1.832 -1.631
C 3.279 -0.958 -2.973
O 1.947 -1.442 -3.090
C 1.752 -2.389 -4.140
C 2.253 -3.804 -3.825
N 5.880 -1.541 -2.125
C 6.453 -2.483 -3.104
C 6.834 -1.811 -4.420
H -5.940 5.135 2.339
H -4.784 6.410 2.731
H -4.317 4.718 2.899
H -4.985 6.176 0.284
H -3.366 5.725 0.760
H -4.880 4.270 -0.948
H -5.495 3.567 0.536
H -3.695 2.279 -0.639
H -2.580 3.608 -0.376
H -3.836 1.922 1.827
H -2.742 3.277 2.093
H -1.203 1.859 0.365
H -1.169 1.519 2.078
H -3.375 0.112 0.676
H -1.817 -0.376 0.055
H -2.479 -1.893 1.818
H -2.760 -0.579 2.957
H -0.624 -1.514 3.562
H -0.175 -0.099 2.636
H -0.459 -2.870 1.406
H 0.198 -1.463 0.607
H 1.606 -3.289 2.468
H 1.801 -1.596 2.885
H 2.125 -2.404 -0.013
H 3.415 -2.856 1.070
H 3.575 -0.418 1.769
H 2.311 -0.053 0.612
H 5.222 -0.555 0.130
H 4.081 0.444 -0.751
H 3.822 -1.097 -3.921
H 3.222 0.119 -2.778
H 0.678 -2.390 -4.334
H 2.236 -1.992 -5.043
H 2.659 -3.834 -2.811
H 3.038 -4.138 -4.508
H 1.436 -4.528 -3.880
H 6.050 -0.588 -2.426
H 7.338 -2.960 -2.666
H 5.729 -3.285 -3.292
H 7.215 -2.547 -5.133
H 5.981 -1.305 -4.880
H 7.621 -1.068 -4.253
O -3.689 -3.881 2.401
C -3.455 -4.134 3.563
C -2.065 -4.385 4.024
C -1.798 -4.647 5.300
C -2.880 -4.701 6.317
O -2.639 -4.940 7.479
C -4.270 -4.449 5.854
C -4.536 -4.184 4.578
H -1.296 -4.332 3.262
H -0.796 -4.830 5.665
H -5.037 -4.492 6.617
H -5.538 -3.993 4.214
O -1.699 5.899 -1.499
C -0.921 5.302 -2.208
C -0.918 5.482 -3.682
C -0.045 4.838 -4.450
C 0.967 3.920 -3.865
O 1.767 3.345 -4.571
C 0.967 3.742 -2.389
C 0.088 4.381 -1.625
H -1.661 6.162 -4.079
H -0.018 4.949 -5.527
H 1.724 3.083 -1.979
H 0.071 4.280 -0.547

Its structure (SMILES) is CCCCCCCCCCCCCCP(COCC)NCC.O=C1C=CC(=O)C=C1.O=C1C=CC(=O)C=C1. The total charge is 0. For the HOMO energy, the calculation gives -8.34 eV. The value obtained for the orbital gap is 6.8 eV. The energy above the lowest of the compared OMol25 structures with the same formula, charge and spin comes out at 0.0 kcal/mol.



[5]
Formula: C31H50P2Ti
Source: the Open Molecules 2025 dataset
Level of theory: wB97M-V/def2-TZVPD

Cartesian coordinates (Å):
Ti 0.102 -0.477 1.453
C -0.534 -2.361 2.348
C 0.846 -2.463 1.883
C 0.783 -0.980 3.693
C -0.545 -1.485 3.498
C 1.650 -1.571 2.705
C -1.704 -3.140 1.871
H -1.484 -3.643 0.927
H -2.572 -2.483 1.729
H -1.991 -3.903 2.609
C -1.682 -1.346 4.442
H -2.501 -2.020 4.161
H -2.079 -0.326 4.429
H -1.391 -1.575 5.482
C 1.245 -0.150 4.833
H 0.795 -0.473 5.788
H 0.975 0.901 4.670
H 2.336 -0.196 4.935
C 3.136 -1.514 2.749
H 3.533 -2.081 3.606
H 3.483 -0.480 2.856
H 3.573 -1.942 1.844
C 1.371 -3.424 0.880
H 1.772 -4.331 1.367
H 2.192 -2.977 0.302
H 0.579 -3.742 0.192
C -1.657 0.245 -4.631
C -1.588 -1.085 -4.781
C -0.770 -1.759 -5.846
C 0.635 -1.148 -6.113
C 1.356 -0.611 -4.910
C 1.330 0.667 -4.519
C 0.406 1.721 -5.069
C -0.982 1.227 -5.543
H -1.330 -1.748 -6.798
H 0.570 -0.392 -6.913
H -0.626 -2.821 -5.587
H -0.912 0.835 -6.569
H -2.340 0.695 -3.904
H -2.279 -1.740 -4.240
H -1.636 2.115 -5.589
H 0.244 2.505 -4.310
H 2.093 1.033 -3.825
H 0.908 2.215 -5.920
H 1.256 -1.972 -6.505
H 2.020 -1.334 -4.427
P -0.891 -0.506 -0.796
P 1.973 0.756 0.289
C -0.008 0.781 -1.778
C 1.128 1.578 -1.136
H -0.789 1.461 -2.143
H 0.356 0.245 -2.661
H 1.920 1.786 -1.871
H 0.757 2.556 -0.797
C 2.750 2.103 1.207
H 3.422 1.691 1.967
H 1.995 2.701 1.728
H 3.323 2.756 0.539
C 3.357 -0.156 -0.455
H 3.830 0.468 -1.223
H 3.013 -1.090 -0.916
H 4.104 -0.415 0.306
C -2.630 -0.072 -0.935
H -3.223 -0.792 -0.361
H -2.939 -0.095 -1.983
H -2.826 0.921 -0.513
C -0.697 -2.064 -1.694
H 0.324 -2.459 -1.596
H -0.913 -1.898 -2.757
H -1.401 -2.805 -1.288
C -1.234 1.148 2.104
C -1.426 2.295 3.034
C -1.362 2.148 4.433
C -1.751 3.188 5.278
C -2.186 4.405 4.753
C -2.188 4.592 3.367
C -1.790 3.557 2.518
H -2.170 0.560 1.993
H -0.848 1.505 1.124
H -1.022 1.203 4.852
H -1.722 3.030 6.358
H -2.521 5.211 5.418
H -2.507 5.542 2.946
H -1.794 3.697 1.437

The total charge is +2. For the HOMO energy (alpha / beta), the calculation gives -13.74 / -13.74 eV. The value obtained for the orbital gap (alpha / beta) is 6.4 / 6.4 eV. The energy above the lowest of the compared OMol25 structures with the same formula, charge and spin comes out at 1.1 kcal/mol.